Below is the molecule C31H37N3O6 in a non-equilibrium geometry, with properties calculated with the ωB97M-V functional and the def2-TZVPD basis.

The value obtained for the max |F| is 0.0769 Eh/bohr. Its HOMO-LUMO gap is 6.9 eV. As for the lowest unoccupied orbital energy: -0.0336 Eh. Its SMILES is CCOC(=O)[C@@]1([C@@H](/C=C/N2[C@H](Cc3ccccc3)C(=O)N(C)C2(C)C)c2ccc([N+](=O)[O-])cc2)CCCCC1=O. The highest occupied orbital energy comes out at -7.792 eV.

CARTESIAN COORDINATES (ANGSTROEM)
1 C 5.032 -1.113 3.987
2 C 4.095 -0.091 3.398
3 O 2.940 -0.836 2.942
4 C 2.011 -0.042 2.358
5 C 0.660 -0.771 2.135
6 C -0.399 0.375 2.386
7 O -0.377 1.442 1.809
8 C -1.399 0.246 3.570
9 C -1.735 -1.132 4.143
10 C -0.853 -2.249 3.582
11 C 0.565 -1.725 3.342
12 O 2.236 1.107 2.049
13 H 5.939 -0.612 4.338
14 H 4.571 -1.620 4.846
15 H 5.320 -1.866 3.240
16 H 3.772 0.648 4.147
17 H 4.530 0.431 2.537
18 H -1.011 0.888 4.380
19 H -2.330 0.723 3.239
20 H -1.605 -1.093 5.236
21 H -2.793 -1.370 3.960
22 H -0.803 -3.091 4.286
23 H -1.298 -2.640 2.656
24 H 1.269 -2.556 3.237
25 H 0.867 -1.151 4.235
26 C -0.005 3.040 -4.768
27 N -0.455 2.504 -3.502
28 C -1.600 2.963 -2.910
29 O -2.283 3.908 -3.300
30 C -1.848 2.107 -1.675
31 C -3.149 1.298 -1.760
32 C -4.359 2.201 -1.741
33 C -5.268 2.185 -2.804
34 C -6.308 3.116 -2.840
35 C -6.470 4.025 -1.786
36 C -5.594 3.996 -0.694
37 C -4.547 3.070 -0.661
38 N -0.650 1.273 -1.635
39 C -0.517 0.367 -0.622
40 C 0.562 -0.405 -0.366
41 C 0.664 -1.382 0.808
42 C 1.847 -2.402 0.581
43 C 1.778 -3.647 1.226
44 C 2.755 -4.615 1.039
45 C 3.686 -4.454 0.003
46 N 4.543 -5.562 -0.270
47 O 5.326 -5.519 -1.243
48 O 4.451 -6.561 0.488
49 C 3.718 -3.264 -0.743
50 C 2.856 -2.222 -0.389
51 C 0.161 1.349 -2.857
52 C 0.004 0.094 -3.733
53 C 1.643 1.619 -2.590
54 H -0.650 3.882 -5.035
55 H 1.032 3.388 -4.689
56 H -0.057 2.280 -5.560
57 H -1.858 2.748 -0.776
58 H -3.126 0.695 -2.684
59 H -3.198 0.597 -0.911
60 H -5.120 1.462 -3.612
61 H -6.984 3.132 -3.696
62 H -7.277 4.757 -1.817
63 H -5.714 4.695 0.135
64 H -3.849 3.031 0.181
65 H -1.404 0.329 0.008
66 H 1.225 -0.567 -1.216
67 H -0.252 -2.005 0.740
68 H 0.947 -3.892 1.891
69 H 2.795 -5.506 1.657
70 H 4.434 -3.180 -1.558
71 H 2.995 -1.269 -0.905
72 H -1.031 0.016 -4.093
73 H 0.679 0.172 -4.593
74 H 0.255 -0.808 -3.166
75 H 1.756 2.582 -2.077
76 H 2.085 0.842 -1.969
77 H 2.173 1.640 -3.550

Below is a cluster of 4 separate species, C24H46F3NO11P in total in a non-equilibrium geometry, with properties calculated with the ωB97M-V functional and the def2-TZVPD basis.

The value obtained for the max |F| is 0.0737 Eh/bohr. Its HOMO-LUMO gap is 6.1 eV. As for the lowest unoccupied orbital energy: 0.0758 Eh. The total charge is -1. The highest occupied orbital energy comes out at -4.060 eV.

CARTESIAN COORDINATES (ANGSTROEM)
1 C -1.705 -4.141 1.971
2 C -0.262 -3.400 2.297
3 C 0.131 -2.231 1.195
4 N -0.623 -0.927 1.472
5 P -0.429 0.086 0.001
6 O -1.873 0.991 0.496
7 C 0.710 1.357 0.940
8 C 1.131 2.579 -0.067
9 C 2.452 3.436 0.383
10 C 2.625 3.662 1.996
11 C 4.084 3.029 2.418
12 C 4.105 1.399 2.590
13 C 5.616 0.836 3.025
14 C 6.430 0.152 1.755
15 C 6.611 1.155 0.466
16 C 5.568 0.880 -0.772
17 C 5.587 -0.701 -1.312
18 O 4.172 -1.192 -1.414
19 C 3.482 -0.526 -2.534
20 H -1.800 -4.415 0.818
21 H -1.713 -5.172 2.548
22 H -2.637 -3.529 2.331
23 H -0.232 -2.993 3.400
24 H 0.572 -4.247 2.211
25 H -0.144 -2.596 0.116
26 H 1.279 -1.992 1.317
27 H -1.648 -1.182 1.586
28 H -1.290 -0.848 -0.737
29 H -0.433 0.902 -1.209
30 H 0.738 -0.641 -0.447
31 H -1.887 1.850 -0.055
32 H -0.001 1.840 1.768
33 H 1.597 0.843 1.503
34 H 1.407 2.068 -1.111
35 H 0.272 3.346 -0.302
36 H 3.434 2.999 -0.088
37 H 2.324 4.521 -0.097
38 H 2.718 4.837 2.183
39 H 1.725 3.308 2.653
40 H 4.458 3.557 3.419
41 H 4.849 3.390 1.577
42 H 3.776 0.800 1.636
43 H 3.354 1.124 3.474
44 H 6.264 1.674 3.566
45 H 5.418 -0.023 3.819
46 H 5.924 -0.888 1.465
47 H 7.523 -0.128 2.137
48 H 6.571 2.289 0.819
49 H 7.717 1.013 0.038
50 H 4.442 1.087 -0.452
51 H 5.872 1.589 -1.658
52 H 6.031 -0.663 -2.394
53 H 6.230 -1.408 -0.635
54 H 3.215 0.604 -2.269
55 H 2.463 -1.059 -2.789
56 H 4.110 -0.510 -3.526
57 C -4.670 0.380 -0.911
58 C -5.169 -0.764 -1.726
59 O -6.018 -0.151 -2.670
60 C -5.508 1.100 -2.846
61 O -5.798 1.832 -3.777
62 O -4.625 1.432 -1.855
63 F -5.909 -1.607 -0.971
64 H -5.353 0.651 -0.099
65 H -3.680 0.190 -0.489
66 H -4.382 -1.321 -2.246
67 C -3.690 4.947 -5.707
68 C -3.499 4.013 -4.561
69 O -3.121 4.863 -3.502
70 C -3.718 6.057 -3.775
71 O -3.855 6.956 -2.962
72 O -4.154 6.121 -5.071
73 F -2.482 3.156 -4.803
74 H -2.756 5.166 -6.236
75 H -4.423 4.576 -6.428
76 H -4.399 3.455 -4.282
77 C -4.777 -7.331 3.025
78 C -5.795 -7.601 1.970
79 O -6.315 -6.324 1.680
80 C -5.295 -5.458 1.936
81 O -5.265 -4.302 1.550
82 O -4.304 -6.047 2.673
83 F -6.797 -8.370 2.452
84 H -5.208 -7.296 4.031
85 H -3.965 -8.064 3.017
86 H -5.387 -8.049 1.057

Below is a structure of composition C34H60Li2N8O2 in a non-equilibrium geometry, with properties calculated with the ωB97M-V functional and the def2-TZVPD basis.

The value obtained for the max |F| is 0.0727 Eh/bohr. Its HOMO-LUMO gap is 7.7 eV. As for the lowest unoccupied orbital energy: 0.0069 Eh. The highest occupied orbital energy comes out at -7.469 eV.

CARTESIAN COORDINATES (ANGSTROEM)
1 Li -0.017 -1.197 -1.032
2 Li -0.714 0.072 1.251
3 O -0.383 0.573 -0.320
4 C -0.167 1.269 -1.533
5 C -0.880 0.513 -2.696
6 O -0.556 -0.804 -2.686
7 H 0.922 1.331 -1.777
8 H -0.594 2.335 -1.491
9 H -0.635 1.038 -3.596
10 H -1.960 0.695 -2.341
11 C -1.798 -2.836 5.153
12 C -2.708 -3.523 4.120
13 C -2.007 -4.021 2.871
14 C -1.360 -2.898 2.254
15 N -0.919 -2.016 1.719
16 H -2.421 -2.467 5.945
17 H -1.259 -2.028 4.688
18 H -0.999 -3.501 5.527
19 H -3.584 -2.862 3.894
20 H -3.037 -4.391 4.661
21 H -2.751 -4.350 2.100
22 H -1.329 -4.794 3.148
23 C -5.264 -0.425 -1.835
24 C -4.483 -1.526 -2.462
25 C -3.398 -2.024 -1.466
26 C -3.832 -2.254 -0.092
27 N -4.304 -2.500 0.928
28 H -4.589 0.361 -1.340
29 H -6.027 -0.816 -1.207
30 H -5.884 0.181 -2.583
31 H -3.931 -1.153 -3.356
32 H -5.099 -2.397 -2.689
33 H -2.581 -1.277 -1.473
34 H -3.064 -2.990 -1.961
35 C 3.065 -2.258 3.276
36 C 3.452 -1.014 2.537
37 C 3.840 -1.169 1.096
38 C 2.683 -1.592 0.340
39 N 1.805 -2.072 -0.207
40 H 3.881 -2.949 3.424
41 H 2.157 -2.824 2.840
42 H 2.772 -1.884 4.292
43 H 4.288 -0.641 3.080
44 H 2.587 -0.258 2.662
45 H 4.467 -2.044 1.035
46 H 4.383 -0.365 0.539
47 C 4.007 1.500 -5.328
48 C 2.576 1.074 -4.996
49 C 2.565 -0.192 -4.032
50 C 3.485 0.160 -2.943
51 N 4.200 0.470 -2.110
52 H 4.454 1.956 -4.480
53 H 4.140 2.274 -6.088
54 H 4.615 0.612 -5.620
55 H 1.975 0.825 -5.843
56 H 2.096 1.852 -4.358
57 H 2.849 -1.127 -4.537
58 H 1.555 -0.284 -3.513
59 C -3.315 5.472 0.360
60 C -2.024 4.639 0.060
61 C -2.264 3.159 0.511
62 C -2.780 3.042 1.860
63 N -3.300 2.825 2.857
64 H -4.029 5.222 -0.409
65 H -3.150 6.597 0.284
66 H -3.735 5.143 1.317
67 H -1.190 5.013 0.665
68 H -1.756 4.637 -1.050
69 H -1.343 2.678 0.376
70 H -3.004 2.721 -0.145
71 C 2.330 4.680 -0.874
72 C 3.128 3.481 -0.289
73 C 2.379 2.596 0.652
74 C 1.816 3.112 1.860
75 N 1.504 3.375 2.923
76 H 1.755 5.129 -0.085
77 H 1.536 4.223 -1.486
78 H 2.987 5.516 -1.254
79 H 4.009 3.873 0.186
80 H 3.549 2.871 -1.083
81 H 2.913 1.671 0.857
82 H 1.464 2.147 0.137
83 C 1.328 -5.307 -5.114
84 C 0.101 -4.602 -4.548
85 C 0.311 -3.099 -4.525
86 C 0.228 -2.479 -5.866
87 N 0.197 -1.958 -6.898
88 H 2.004 -5.366 -4.306
89 H 1.674 -4.715 -5.941
90 H 1.101 -6.358 -5.380
91 H -0.043 -4.972 -3.522
92 H -0.806 -4.874 -5.100
93 H 1.375 -2.854 -4.242
94 H -0.211 -2.451 -3.813
95 C 0.781 0.327 6.470
96 C -0.373 1.336 6.561
97 C -0.488 2.316 5.332
98 C -0.648 1.642 4.078
99 N -0.683 1.143 3.029
100 H 1.677 0.907 6.367
101 H 0.619 -0.245 5.547
102 H 0.935 -0.287 7.319
103 H -0.398 1.977 7.462
104 H -1.336 0.823 6.615
105 H 0.280 3.039 5.333
106 H -1.389 2.863 5.526